#A
The following is a DFT calculation (wB97M-V/def2-TZVPD) of an isolated molecule of H2NO4P.

```
8
H2NO4P (wB97M-V/def2-TZVPD)
H -0.7273 -1.8258 -0.0846
P -0.3732 0.4039 -1.0109
O -0.7442 1.6749 -0.1954
N 1.1282 -0.1479 -0.0552
O 1.5341 -1.1757 -0.4558
H -0.8598 1.7006 0.8043
O 1.3297 0.3165 1.0508
O -1.2876 -0.9465 -0.0532
```

Results
M	110.99	g/mol
Kohn-Sham gap	10.25	eV
E_LUMO	-0.21	eV

Here are the natural (NBO) charges for atoms 1 to 4, given in e:
1. H 0.50
2. P 1.44
3. O -1.01
4. N 0.30

---

#B
The following is a DFT calculation (wB97M-V/def2-TZVPD) of an isolated molecule of H2NO4P.

```
8
H2NO4P (wB97M-V/def2-TZVPD)
H 0.8219 -1.5406 0.6667
O -1.8803 1.0463 -0.2737
O -1.5219 -1.0208 0.5141
H 1.0466 1.9413 0.0550
O 1.1259 1.0114 0.2642
N -1.1584 -0.0581 -0.1016
O 1.0311 -1.3757 -0.2634
P 0.5351 -0.0038 -0.8613
```

Results
M	110.99	g/mol
Kohn-Sham gap	10.07	eV
E_LUMO	-0.44	eV

Here are the natural (NBO) charges for atoms 1 to 4, given in e:
1. H 0.52
2. O -0.44
3. O -0.33
4. H 0.52

---

#C
The following is a DFT calculation (wB97M-V/def2-TZVPD) of a cluster of 2 separate species, H2NO4P in total.

```
8
H2NO4P (wB97M-V/def2-TZVPD)
N 1.0663 -0.4781 0.1034
O 0.8703 -0.3986 1.2927
O -1.4261 -1.2431 -0.6961
H -2.2272 -0.7725 -0.9645
P 0.3527 0.8922 -0.8439
H -0.1162 1.5621 1.3206
O -0.0784 1.7855 0.3635
O 1.5586 -1.3475 -0.5757
```

Results
M	110.99	g/mol
Kohn-Sham gap (spin up / spin down)	7.30 / 7.20	eV
E_LUMO (spin up / spin down)	-2.53 / -2.53	eV

Here are the natural (NBO) charges for atoms 1 to 4, given in e:
1. N 0.27
2. O -0.38
3. O -0.92
4. H 0.43

---

Verdict on stability: #C comes out at the bottom.

---

#A
The following is a DFT calculation (wB97M-V/def2-TZVPD) of a cluster of 2 separate species, C3H5N4O2 in total.

```
14
C3H5N4O2 (wB97M-V/def2-TZVPD)
H -3.9910 2.3458 0.4059
C -1.2731 0.4123 0.5187
O -1.8069 -1.2989 -0.8774
N 2.0556 -1.3069 -0.5996
C -2.3421 1.1371 0.2638
C 2.5141 -0.2119 -0.2339
H 2.1880 -1.5584 -1.5857
H 3.5899 1.3199 0.5491
O -0.2212 -1.5573 0.5637
N -3.1606 1.9530 -0.0050
H 1.2385 -1.9083 -0.2930
N -1.0874 -0.8373 0.0020
H -0.5593 0.5981 1.2763
N 2.8553 0.9128 0.0151
```

Results
M	129.10	g/mol
total charge	+1
Kohn-Sham gap	9.37	eV
E_LUMO	-4.21	eV

Here are the natural (NBO) charges for atoms 1 to 4, given in e:
1. H 0.45
2. C -0.38
3. O -0.35
4. N -0.77

---

#B
The following is a DFT calculation (wB97M-V/def2-TZVPD) of the ion C3H5N4O2 with charge +1.

```
14
C3H5N4O2 (wB97M-V/def2-TZVPD)
N 0.8352 -0.1711 0.1371
H -1.9669 1.4829 1.0484
H -0.3397 2.0540 0.4087
H -1.5575 1.7866 -0.8353
O 2.1112 1.7697 -0.2111
N 1.0154 -1.4661 0.0571
N 2.2634 0.6358 -0.2003
N -1.1092 -1.0918 -0.0864
C -1.1660 1.4201 0.1589
C -0.1293 -2.0268 -0.0794
H -0.2905 -3.1555 -0.1723
H -2.1891 -1.2618 -0.0410
C -0.5280 0.1811 0.0394
O 3.0510 -0.1573 -0.2237
```

Results
M	129.10	g/mol
total charge	+1
Kohn-Sham gap	10.36	eV
E_LUMO	-4.85	eV

Here are the natural (NBO) charges for atoms 1 to 4, given in e:
1. N -0.19
2. H 0.29
3. H 0.28
4. H 0.29

---

Verdict on stability: #A comes out at the bottom.

---

#A
The following is a DFT calculation (wB97M-V/def2-TZVPD) of a cluster of 3 separate species, C6H14O2 in total.

```
22
C6H14O2 (wB97M-V/def2-TZVPD)
H -0.0396 -1.2466 -1.9789
H -1.4088 -0.9573 -2.6703
C -1.2021 -0.4383 0.4672
H -2.0092 2.5487 0.1718
H 0.6435 1.6695 1.4251
C -1.0662 2.0581 0.3986
H 0.2013 1.4785 -1.9383
C -0.9576 0.6522 -0.2502
H -0.9214 -1.4224 0.0543
H -0.2022 3.2967 1.9005
H 2.0244 -0.6846 0.7130
O 2.8433 -0.1853 0.6989
H 1.4035 -3.6974 1.6547
C -0.4717 -0.4208 -2.5458
C -0.6281 0.8088 -1.6619
H -1.7029 -0.5236 1.4194
H -1.3659 1.5367 -2.0434
H 0.0208 -0.1139 -3.4832
H 0.7347 -3.3288 2.9009
O 0.8745 -2.9711 2.0203
C -0.1459 2.4074 1.2788
H 3.3756 -0.4664 1.4682
```

Results
M	118.18	g/mol
Kohn-Sham gap	9.61	eV
E_LUMO	0.48	eV

Here are the natural (NBO) charges for atoms 1 to 4, given in e:
1. H 0.21
2. H 0.21
3. C -0.43
4. H 0.20

---

#B
The following is a DFT calculation (wB97M-V/def2-TZVPD) of a cluster of 3 separate species, C6H14O2 in total.

```
22
C6H14O2 (wB97M-V/def2-TZVPD)
H -2.7031 -2.6381 0.2669
H 0.4002 -0.8440 -0.2977
H -0.6957 1.1112 1.0945
H -0.1845 0.0882 2.4891
C -0.0658 0.2637 1.4218
O 1.2498 -0.6025 -2.4310
H 1.5720 1.4210 2.2029
H -2.5697 -1.1589 1.5959
C -2.7968 -1.5983 0.5610
H -3.7980 -1.1537 0.4227
H 2.8642 1.8944 0.2646
C -0.3572 -0.9311 0.4856
H -2.0056 0.2823 -0.1222
H -2.2147 0.4924 2.0670
H -0.2429 -1.9191 0.9479
H -1.6891 -1.0338 -1.2575
H 1.3969 0.2876 -2.0335
H 1.6652 -0.5364 -3.2964
C 1.8255 1.4982 0.1633
C -1.7537 -0.7666 -0.2017
O 1.2537 1.6211 -0.9311
C 1.3091 0.8473 1.3101
```

Results
M	118.18	g/mol
Kohn-Sham gap	4.80	eV
E_LUMO	-3.26	eV

Here are the natural (NBO) charges for atoms 1 to 4, given in e:
1. H 0.22
2. H 0.24
3. H 0.33
4. H 0.24

---

#C
The following is a DFT calculation (wB97M-V/def2-TZVPD) of a cluster of 3 separate species, C6H14O2 in total.

```
22
C6H14O2 (wB97M-V/def2-TZVPD)
H 1.9184 2.0595 2.0672
H -0.7770 -0.6028 -3.2140
H -1.7867 2.8073 1.8790
C -0.1874 -1.2200 -2.5399
H 1.8480 -1.6270 -3.5077
C 1.2989 -1.0653 -2.7601
H -2.1260 0.4687 1.0185
H 1.2957 1.4649 3.2006
O -0.8495 3.0165 1.8609
H -0.1090 -1.5601 2.1235
O 2.0382 2.0690 3.0271
C 0.0434 -1.1255 -0.0365
C -0.4929 -0.9394 1.3171
H -1.6521 -0.4712 -1.0578
H 1.8927 -1.3586 -1.8853
H 1.0049 -1.6151 -0.1287
H -1.9136 -0.0633 2.6547
H -0.3600 -2.2859 -2.6388
H -0.5896 3.0348 0.9309
H 1.6186 -0.0174 -2.8449
C -1.4725 -0.1212 1.6603
C -0.6425 -0.8480 -1.1261
```

Results
M	118.18	g/mol
Kohn-Sham gap	9.50	eV
E_LUMO	0.55	eV

Here are the natural (NBO) charges for atoms 1 to 4, given in e:
1. H 0.46
2. H 0.21
3. H 0.47
4. C -0.45

---

#D
The following is a DFT calculation (wB97M-V/def2-TZVPD) of a cluster of 3 separate species, C6H14O2 in total.

```
22
C6H14O2 (wB97M-V/def2-TZVPD)
H 0.3776 -2.2501 -0.9758
H -0.4586 0.6483 -1.2435
H -0.6210 -1.4981 -2.3211
H 1.0819 -1.4787 -2.3826
H -0.9819 1.9967 0.5377
H 1.9859 1.9809 1.1015
C 1.0968 1.5274 0.6757
H 1.8649 -1.6746 0.7378
O -1.6846 -1.0848 1.2789
C 0.2705 -0.1042 -0.9654
H -0.8917 -0.8500 0.8323
O -3.1137 0.7140 -0.4751
H -1.6193 -0.7900 2.1895
C 0.2477 -1.4241 -1.6693
H -2.7929 -0.0097 0.0810
C 0.0058 2.2580 0.8839
H 0.0619 3.2041 1.3859
H 2.8792 -0.9586 -0.4878
C 2.2516 -0.7232 0.3803
H -4.0455 0.5342 -0.6380
C 1.1562 0.2422 -0.0227
H 2.9291 -0.2597 1.0972
```

Results
M	118.18	g/mol
Kohn-Sham gap	9.44	eV
E_LUMO	0.79	eV

Here are the natural (NBO) charges for atoms 1 to 4, given in e:
1. H 0.22
2. H 0.22
3. H 0.23
4. H 0.22

---

Verdict on stability: #B comes out at the bottom.

---

#A
The following is a DFT calculation (wB97M-V/def2-TZVPD) of a cluster of 3 separate species, C6H14O2 in total.

```
22
C6H14O2 (wB97M-V/def2-TZVPD)
C 0.8062 2.1656 -0.6252
C 0.2004 -0.8757 -1.7072
H 0.5617 0.6369 1.4129
C -0.1488 -0.2612 -0.3847
H -1.6910 1.1105 0.2447
H 0.2990 3.3138 0.8363
C -1.5826 0.1055 -0.1639
H -2.1758 0.0326 -1.0770
H -2.0238 -0.5785 0.5682
H -0.1803 -2.8240 0.5153
H 1.1702 -2.2852 1.5809
H 1.2526 -1.1549 -1.7671
H 0.5790 2.1755 -1.6889
O -0.1215 3.0000 0.0268
H 1.8622 -0.1000 0.3061
H -0.0239 -0.1708 -2.5127
H -0.4201 -1.2827 2.8814
O -0.7875 -1.8697 2.2108
C 0.8322 0.1881 0.4644
H -0.4129 -1.7646 -1.8777
C 0.1712 -2.0564 1.1999
H 1.8336 2.4952 -0.4435
```

Results
M	118.18	g/mol
Kohn-Sham gap (spin up / spin down)	6.98 / 6.84	eV
E_LUMO (spin up / spin down)	0.72 / 0.71	eV

Here are the natural (NBO) charges for atoms 1 to 4, given in e:
1. C -0.16
2. C -0.67
3. H 0.20
4. C 0.16

---

#B
The following is a DFT calculation (wB97M-V/def2-TZVPD) of a cluster of 3 separate species, C6H14O2 in total.

```
22
C6H14O2 (wB97M-V/def2-TZVPD)
H -0.0515 0.0181 0.3982
C 1.5614 -0.1389 -1.0442
H -1.5278 -1.3015 -0.9856
H -0.6130 -0.8879 -2.4092
O -0.5807 0.0008 2.9734
C -1.6802 0.7310 -1.7626
H -0.3265 -1.7655 2.5754
H 1.8043 -0.2311 -2.0896
O 0.0252 -2.4851 2.0445
H 3.0026 1.2726 -0.3203
H -2.0868 1.5867 0.1804
C 0.3052 -0.0942 -0.6164
H -1.8868 0.8343 -2.8215
H 0.0322 0.6769 3.2013
H 2.6761 -0.0195 0.8997
H 0.2229 -2.0301 1.2112
C -0.8974 -0.5261 -1.4317
C -2.1764 1.6083 -0.8972
H -2.6171 2.5061 -1.3231
H -1.4653 0.4111 2.9107
H 3.5563 -0.3910 -0.5339
C 2.7233 0.2249 -0.1596
```

Results
M	118.18	g/mol
Kohn-Sham gap	9.60	eV
E_LUMO	0.38	eV

Here are the natural (NBO) charges for atoms 1 to 4, given in e:
1. H 0.20
2. C -0.18
3. H 0.23
4. H 0.21

---

Verdict on stability: #A comes out at the bottom.

---

#A
The following is a DFT calculation (wB97M-V/def2-TZVPD) of a cluster of 3 separate species, C6H14O2 in total.

```
22
C6H14O2 (wB97M-V/def2-TZVPD)
H 2.7505 -1.7291 0.8101
H -1.2777 1.7251 3.1014
H 1.5177 -0.9859 0.3586
H 4.5778 -4.2001 -2.5042
C -0.3653 1.1318 -2.5419
C -1.3118 -0.2725 1.4338
C -0.7709 0.7543 -1.3299
H -1.2932 -0.4483 2.4971
C -1.3180 1.1754 1.0183
H -0.6500 -0.2758 -1.0123
H -2.5818 2.5602 2.1305
H -0.5338 -0.8443 0.9350
C -1.5695 2.1594 2.1461
C -1.0522 1.6526 -0.2073
O 3.7995 -3.8932 -2.0293
H 3.1338 -4.5636 -2.2098
H -1.0480 2.7145 -0.3283
H -0.8973 3.0197 2.0559
H -0.3516 0.5620 -3.4617
O 1.7882 -1.7497 0.8799
H -0.3374 2.2021 -2.7379
H -2.2090 -0.6947 0.9960
```

Results
M	118.18	g/mol
Kohn-Sham gap	9.10	eV
E_LUMO	0.83	eV

Here are the natural (NBO) charges for atoms 1 to 4, given in e:
1. H 0.47
2. H 0.21
3. H 0.47
4. H 0.47

---

#B
The following is a DFT calculation (wB97M-V/def2-TZVPD) of a structure of composition C6H14O2.

```
22
C6H14O2 (wB97M-V/def2-TZVPD)
H 1.7091 -1.4593 0.0662
H 1.0052 1.6409 1.3095
H 0.3691 -1.7709 1.1321
H -1.0373 0.4111 -1.4612
H 0.7402 -4.4896 0.0871
C 1.0706 -0.9796 0.8054
H 0.1861 -0.8309 -1.7569
H 0.9420 4.2518 0.0772
C -0.5195 -0.4404 -1.0175
C 0.3129 1.4012 0.5007
H -0.0083 3.8269 1.4907
O 0.7112 -3.5458 -0.0714
H -0.3395 -3.1565 -0.3353
C -0.0221 3.8589 0.3985
H -0.7825 4.5490 0.0286
O -1.5703 -2.8141 -0.4963
H -1.1556 -1.3319 -0.7822
C 0.2257 0.0363 0.1728
H -1.7934 -3.2296 -1.3323
H -1.3013 2.2064 -0.4490
H 1.5717 -0.6062 1.7022
C -0.3141 2.4724 -0.0689
```

Results
M	118.18	g/mol
Kohn-Sham gap	5.95	eV
E_LUMO	-2.14	eV

Here are the natural (NBO) charges for atoms 1 to 4, given in e:
1. H 0.31
2. H 0.21
3. H 0.33
4. H 0.19

---

#C
The following is a DFT calculation (wB97M-V/def2-TZVPD) of a cluster of 4 separate species, C6H14O2 in total.

```
22
C6H14O2 (wB97M-V/def2-TZVPD)
H 2.4011 -2.3077 -0.1439
H 0.5766 -3.7636 0.6611
H 2.3447 1.9719 1.2896
H 1.1009 -2.4953 0.5680
C -0.4457 0.8687 -0.1797
C -1.3510 -0.2574 -0.0515
H 1.4750 2.6773 -0.2231
C 1.5506 2.0155 0.6227
C -2.8106 0.0014 -0.2973
C 0.5952 1.0434 0.7007
H -3.3789 -0.8861 -0.4502
H -2.8410 1.9886 0.2022
H 3.9016 0.2533 -0.8755
H 0.7442 0.2057 1.4341
H -0.4594 1.4403 -1.0707
H -4.4190 1.2521 -0.0249
H -1.1940 -0.7664 0.9017
H 3.0190 -0.7344 -1.3922
C -3.3914 1.1432 -0.0652
O 3.2909 0.2417 -1.6104
H -0.9844 -1.0179 -0.8127
O 0.2754 -2.8744 0.8170
```

Results
M	118.18	g/mol
Kohn-Sham gap	3.41	eV
E_LUMO	-3.14	eV

Here are the natural (NBO) charges for atoms 1 to 4, given in e:
1. H -0.62
2. H 0.47
3. H 0.21
4. H 0.47

---

#D
The following is a DFT calculation (wB97M-V/def2-TZVPD) of a cluster of 2 separate species, C6H14O2 in total.

```
22
C6H14O2 (wB97M-V/def2-TZVPD)
H 2.0886 -1.6440 -0.7458
C -1.6060 -0.4635 -0.3290
H 0.7129 -0.1633 2.4093
H 2.5944 -1.4417 1.0456
H -1.3492 0.7046 2.3619
H -0.8937 1.6594 -0.4131
H 0.7008 0.8034 -2.3617
H -3.1474 -1.7879 -0.0920
H 3.4314 -0.5819 -0.3245
C 1.4800 0.2510 0.3357
O 0.5235 -0.1178 -2.6936
H 1.4120 -0.5192 -2.7120
H -0.6038 2.1877 1.7442
H -1.5909 -0.6680 -1.4321
C 2.4149 -0.9414 0.0125
C -1.4789 0.9382 0.1738
C -0.6517 1.0978 1.4548
O -2.9276 -0.8468 0.1723
C 0.6684 0.3371 1.4794
H -0.7300 -1.1113 0.0082
H -2.5062 1.3128 0.3371
H 1.4587 0.9949 -0.4309
```

Results
M	118.18	g/mol
Kohn-Sham gap	9.48	eV
E_LUMO	0.65	eV

Here are the natural (NBO) charges for atoms 1 to 4, given in e:
1. H 0.22
2. C -0.09
3. H 0.21
4. H 0.22

---

Verdict on stability: #C comes out at the bottom.